Record 1
15
Properties=species:S:1:pos:R:3:forces:R:3:nbo_charge:R:1 method="wB97M-V/def2-TZVPD" energy_ha=-664.80304 largest_force_ev_per_a=7.1 de_lowest_kj_mol=340.6 homo_lumo_gap_ev=9.570 homo_ev=-8.8 total_charge=0 e_lumo_ev=0.7
H -2.4881 1.1813 -0.9892 0.718 -2.516 1.922 0.316
N -2.1554 0.4455 -0.1942 2.480 1.333 -3.515 -0.741
C -0.8759 0.0599 -0.5166 -5.729 2.772 -3.044 0.440
N -0.2751 0.2532 -1.7236 0.172 -0.057 -3.263 -0.846
C -0.1563 -0.2738 0.6334 3.308 -0.496 1.939 -0.328
C 0.9568 -1.4117 0.6928 -2.348 -0.609 -3.550 -0.529
S 2.3097 -0.1337 0.7494 -1.023 -0.429 0.014 0.160
C 0.7952 0.9390 1.0109 0.106 -0.590 -0.198 -0.473
H -0.7674 0.3428 -2.7661 1.663 -0.279 4.382 0.430
H 0.7604 0.1916 -1.6867 -1.131 -0.051 -0.530 0.402
H -1.0297 -0.3411 1.2053 -0.490 -0.512 2.400 0.273
H 0.7235 -1.9745 -0.3542 1.521 1.213 1.928 0.209
H 0.8140 -2.2830 1.3661 0.534 1.259 0.430 0.238
H 0.6303 1.0454 2.0573 0.291 0.561 0.878 0.214
H 0.7580 1.9591 0.5154 -0.072 -1.598 0.207 0.234

Record 2
16
Properties=species:S:1:pos:R:3:forces:R:3:nbo_charge:R:1 method="wB97M-V/def2-TZVPD" energy_ha=-1062.94954 largest_force_ev_per_a=7.9 de_lowest_kj_mol=383.8 homo_lumo_gap_ev=7.976 homo_ev=-8.2 total_charge=0 e_lumo_ev=-0.3
C 2.1605 -0.6772 -1.6044 -0.107 -4.273 -4.158 -0.634
C 0.8208 0.0781 -1.9489 -0.148 -1.345 1.267 -0.477
C -0.1572 0.1600 -0.7222 0.198 -2.489 0.468 0.435
C -0.1817 1.1375 1.4937 -2.057 -4.095 6.454 -0.057
H 2.8165 -0.4425 -0.7742 -0.555 0.087 0.293 0.233
H 1.8241 -1.8434 -1.7137 0.847 2.476 1.515 0.220
H 2.9005 -0.8649 -2.5768 -1.821 1.554 2.140 0.228
H 1.0424 1.0752 -2.1773 0.235 1.553 -0.853 0.212
H 0.3281 -0.4779 -2.8091 0.476 0.942 1.188 0.253
H 0.5780 2.0203 0.1056 2.171 3.250 -1.986 0.410
H -0.5363 0.0487 1.9302 0.718 2.517 -2.147 0.230
H -2.6682 -2.5474 -1.2318 4.119 0.383 0.188 0.173
N 0.0541 1.2489 0.2291 -1.765 -3.398 -1.919 -0.606
N -0.9880 -0.7818 -0.3311 1.429 0.782 -1.232 -0.573
S -0.0341 2.1079 2.8438 0.300 0.332 -1.675 -0.144
S -0.9410 -2.3847 -1.1780 -4.040 1.724 0.458 0.099

Record 3
16
Properties=species:S:1:pos:R:3:forces:R:3:nbo_charge:R:1 method="wB97M-V/def2-TZVPD" energy_ha=-1063.07422 largest_force_ev_per_a=0.7 de_lowest_kj_mol=56.5 homo_lumo_gap_ev=8.478 homo_ev=-8.7 total_charge=0 e_lumo_ev=-0.2
H -0.6109 -1.9835 2.1051 -0.026 -0.146 0.011 0.331
N -0.1439 -1.1227 1.8312 -0.209 0.326 -0.434 -0.701
C -0.5250 -0.7258 0.6755 0.370 -0.173 0.235 0.372
N -1.3207 -1.3948 -0.2205 -0.011 0.372 0.037 -0.614
C -1.9703 -0.7810 -1.3776 0.459 -0.473 -0.236 -0.412
C 0.0479 0.5774 0.1918 0.101 0.412 -0.044 -0.350
S -0.8079 1.9626 0.3117 0.218 -0.399 -0.049 0.038
S 1.6490 0.5692 -0.4816 -0.305 0.035 0.056 0.375
C 2.2163 -1.1409 -0.3080 -0.282 0.016 -0.117 -0.762
H -1.8147 -2.1597 0.1971 -0.176 -0.274 0.047 0.386
H -2.7495 -0.0784 -1.1166 -0.262 0.163 0.148 0.201
H -2.3861 -1.6014 -1.9767 0.077 0.324 0.083 0.208
H -1.2245 -0.2542 -1.9812 -0.150 -0.130 0.063 0.212
H 3.2020 -1.1719 -0.7853 -0.173 -0.024 0.316 0.238
H 2.2199 -1.3988 0.7488 0.306 -0.058 -0.098 0.251
H 1.5453 -1.8168 -0.8383 0.062 0.028 -0.017 0.227